(1)
# C8H12OS2

A single C8H12OS2 molecule (ωB97M-V/def2-TZVPD, the Open Molecules 2025 dataset).

As for the highest occupied orbital energy: -8.5 eV. The value obtained for the molecular weight is 188.32 u. The structure (SMILES) is C=C(C(C)=O)C1SCCCS1. The calculation puts the HOMO-LUMO gap at 8.95 eV.

CARTESIAN COORDINATES (ANGSTROEM)
H 2.53 0.90 -1.59
C -1.91 1.87 0.62
H -3.52 -0.09 1.66
H -0.19 0.17 -1.42
H 3.43 1.59 -0.17
H -4.72 0.17 0.29
H 2.20 -2.42 0.50
C -3.77 -0.41 0.68
C 0.00 0.23 -0.36
H -2.96 2.20 0.81
C 3.04 -0.40 0.22
O -2.38 -1.16 -1.19
H 2.93 -0.19 1.26
C 2.67 0.91 -0.53
H -4.29 -1.37 0.54
H 3.97 -0.50 -0.18
H 2.21 -1.91 -1.10
C -2.50 -0.43 -0.25
H -1.05 2.49 0.86
S 1.07 1.63 0.06
C -1.58 0.70 0.14
S 0.38 -1.33 0.45
C 2.14 -1.51 -0.09

Atom charges from the Löwdin analysis, given in e for atoms 1 to 8: number 1, H, carries 0.07; number 2, C, carries 0.04; number 3, H, carries 0.05; number 4, H, carries 0.07; number 5, H, carries 0.07; number 6, H, carries 0.12; number 7, H, carries 0.05; number 8, C, carries -0.02


(2)
# C40H38F6O2S

7 unconnected molecules or ions with the total composition C40H38F6O2S (ωB97M-V/def2-TZVPD, the Open Molecules 2025 dataset).

As for the highest occupied orbital energy: -8.7 eV. The value obtained for the molecular weight is 696.80 u. The structure (SMILES) is O=S1(=O)CCCC1.Fc1ccccc1.Fc1ccccc1.Fc1ccccc1.Fc1ccccc1.Fc1ccccc1.Fc1ccccc1. The calculation puts the HOMO-LUMO gap at 9.11 eV.

CARTESIAN COORDINATES (ANGSTROEM)
C 0.31 -0.80 -1.02
S 2.59 -0.90 0.20
C 1.89 2.44 3.84
C -0.40 -1.96 3.95
H 0.14 -1.52 -1.90
H -2.58 2.89 -2.30
H 0.37 -7.03 0.08
C -2.52 3.25 -3.24
H 0.04 -1.00 0.86
C 2.26 3.87 -1.26
H 0.81 3.58 -4.16
H -3.71 5.23 -3.12
C 2.88 4.16 -3.93
H 1.77 1.41 3.98
H 4.13 4.13 -0.78
C 1.99 5.26 3.61
H 3.54 2.31 2.28
C 2.25 -7.85 0.81
H -0.63 -2.38 0.17
F -1.71 -3.80 2.93
C -1.97 2.38 -4.19
C -2.57 3.92 -6.02
C -1.47 0.19 4.20
C 3.88 4.34 -2.87
H -1.52 1.21 4.50
H 0.43 -0.31 5.13
C 1.40 -2.12 0.61
C 1.02 3.24 4.63
H 0.31 2.62 5.31
H -2.77 4.17 -6.93
H -1.62 2.08 -6.32
C 3.21 -7.75 1.90
C 3.51 4.27 -1.56
H 0.21 3.19 -1.77
H 3.88 -6.61 3.44
C 2.89 3.09 2.98
H 0.58 -5.02 1.29
C -3.87 -0.71 -1.13
C 1.54 -0.01 -0.99
C 1.23 -6.93 0.65
O 2.70 0.02 1.32
H -3.55 0.30 3.55
F -4.46 -4.44 -3.00
F 0.23 5.35 5.29
C 2.15 -5.61 2.45
H 3.08 4.46 -4.88
C 1.06 4.52 4.48
C -1.54 -2.53 3.31
H 1.64 -2.94 -0.04
C -3.16 4.47 -3.71
F -1.38 1.29 -3.65
H 1.80 -0.20 -1.94
H 4.97 4.44 -3.26
C 0.12 -1.61 0.28
H -4.76 -0.08 -2.91
H -3.57 -2.14 2.63
H -3.99 0.17 -0.64
C -3.17 4.76 -5.10
O 3.77 -1.47 -0.46
C -4.40 -2.05 -3.14
H 1.32 0.98 -0.78
C 1.60 3.76 -3.46
C -2.72 -0.37 3.59
H 3.51 5.14 2.33
C 1.19 -5.86 1.52
C -3.50 -1.96 -0.63
C 1.27 3.62 -2.17
H -0.44 0.05 -1.19
F 2.16 -4.49 3.20
H 3.86 -8.61 2.20
H -3.20 -1.85 0.31
H -3.23 -4.02 -0.59
C -2.72 -1.67 3.19
F 2.00 3.63 0.14
H 2.49 -8.67 0.12
H -3.50 5.59 -5.72
C -4.42 -0.87 -2.50
H 0.50 -2.65 4.14
H -4.83 -2.14 -4.13
C 3.19 -6.58 2.65
H 1.38 -2.73 1.56
H 2.12 6.34 3.59
C 2.97 4.53 2.93
C -4.18 -3.29 -2.45
C -3.67 -3.16 -1.16
C -0.43 -0.69 4.46
C -2.00 2.73 -5.58

Atom charges from the Löwdin analysis, given in e for atoms 1 to 8: number 1, C, carries -0.21; number 2, S, carries 0.74; number 3, C, carries -0.05; number 4, C, carries -0.04; number 5, H, carries 0.15; number 6, H, carries 0.06; number 7, H, carries 0.09; number 8, C, carries 0.00


(3)
# C6H12ClNO2S

3 unconnected molecules or ions with the total composition C6H12ClNO2S (ωB97M-V/def2-TZVPD, the Open Molecules 2025 dataset).

As for the highest occupied orbital energy: -8.7 eV. The value obtained for the molecular weight is 197.69 u. The structure (SMILES) is CCC/C=N\SCl.O=C=O.C. The calculation puts the HOMO-LUMO gap at 9.22 eV.

CARTESIAN COORDINATES (ANGSTROEM)
O 5.76 -0.45 -0.79
H 0.86 -2.81 -0.68
H -0.55 -2.09 1.09
N 0.46 0.46 0.58
H -1.39 -4.12 -0.47
C -0.85 -1.69 0.23
C 2.73 3.44 2.23
C -0.19 -2.44 -0.92
O 4.07 -0.15 -2.33
C -1.11 -3.55 -1.33
H -1.34 0.45 -0.26
H -1.91 -1.85 0.22
S 1.92 0.33 1.05
H 3.32 2.83 3.01
H -0.78 -4.21 -2.15
C 4.89 -0.33 -1.53
H 3.42 3.77 1.45
H 1.96 2.81 1.71
H -0.31 -1.84 -1.76
Cl 2.43 -1.67 1.33
C -0.56 -0.20 0.20
H -1.91 -3.04 -1.68
H 2.18 4.18 2.83

Atom charges from the Löwdin analysis, given in e for atoms 1 to 8: number 1, O, carries 0.20; number 2, H, carries 0.10; number 3, H, carries 0.05; number 4, N, carries -0.46; number 5, H, carries 0.08; number 6, C, carries -0.20; number 7, C, carries -0.08; number 8, C, carries -0.26


Energy above the lowest of the compared OMol25 structures with the same formula, charge and spin: 57.1, 42.9, 0.0 (kcal per mole)
Strongest force on any atom: 4.58, 18.63, 4.21 (eV/A)